{"formula": "C25H43BrN5O5PS", "method": "wB97M-V/def2-TZVPD", "lumo_ev": -1.9, "largest_force_ev_per_a": 5.90, "energy_ev": -134457.103, "e_homo_ev": -8.30, "spin_multiplicity": 1, "symbols": ["O", "P", "Br", "C", "C", "C", "C", "O", "C", "C", "C", "C", "C", "C", "C", "N", "S", "N", "C", "C", "H", "H", "H", "H", "H", "H", "H", "H", "H", "H", "C", "C", "C", "O", "C", "N", "H", "H", "H", "H", "H", "H", "H", "H", "H", "H", "H", "C", "C", "C", "O", "C", "N", "H", "H", "H", "H", "H", "H", "H", "H", "H", "H", "H", "C", "C", "C", "O", "C", "N", "H", "H", "H", "H", "H", "H", "H", "H", "H", "H", "H"], "xyz": [[1.895908, 2.594386, 5.220644], [2.732782, 3.088512, 3.773898], [4.752485, 2.025328, 3.783108], [1.800267, 2.404179, 2.227254], [0.488606, 3.303451, 1.723269], [-0.357602, 2.818484, 0.364445], [-1.605024, 3.810904, -0.072606], [-2.669786, 3.125552, -0.844781], [-3.611021, 2.658727, 0.226973], [-3.373588, 1.075566, 0.706252], [-4.316815, 0.420171, 1.878010], [-5.450790, 1.399809, 2.562947], [-5.694542, 2.983822, 2.084035], [-4.773356, 3.636105, 0.876210], [0.112175, 1.463460, -0.436105], [-0.545081, 0.929310, -1.693316], [0.392027, -0.502789, -2.151781], [1.630235, -0.625429, -0.878196], [1.408849, 0.555961, 0.060071], [2.230338, 1.042816, 1.398124], [1.066856, 3.176848, 5.265614], [0.164874, 4.278558, 2.322722], [-1.150708, 4.629765, -0.811147], [-2.079576, 4.362007, 0.858949], [-2.545248, 0.418083, 0.183430], [-4.124792, -0.703907, 2.166127], [-6.105972, 0.922804, 3.432838], [-6.553633, 3.619904, 2.598455], [-4.943405, 4.755726, 0.499845], [3.160816, 0.389618, 1.725383], [-1.189105, -5.634299, -3.941222], [-0.901743, -4.136973, -4.033593], [-1.296566, -3.513218, -5.391838], [-0.392094, -3.806390, -6.460256], [-0.574909, -5.085036, -7.046771], [0.516363, -3.902248, -3.724116], [-0.453946, -6.240888, -4.478188], [-1.164713, -5.960961, -2.895621], [-2.181438, -5.869068, -4.340071], [-1.506263, -3.645787, -3.261137], [-1.274240, -2.422391, -5.279748], [-2.324498, -3.773318, -5.672110], [-1.626265, -5.385344, -7.070186], [0.026416, -5.827848, -6.519820], [-0.206686, -5.042582, -8.076478], [0.678840, -2.895302, -3.682068], [1.059088, -4.200717, -4.539813], [9.300166, -0.378021, 5.528854], [8.344141, 0.702001, 5.026199], [9.037000, 2.050425, 4.723739], [9.373010, 2.814091, 5.885397], [10.565208, 2.399571, 6.532849], [7.251469, 0.862786, 5.996825], [9.580084, -0.241598, 6.577556], [8.830234, -1.364960, 5.453345], [10.217382, -0.399655, 4.931220], [7.914584, 0.337702, 4.084836], [8.331325, 2.671413, 4.158617], [9.914987, 1.917870, 4.079987], [11.320754, 2.045295, 5.825940], [10.340538, 1.630834, 7.274203], [10.975530, 3.258781, 7.072370], [6.561071, 1.506038, 5.607358], [7.630758, 1.372716, 6.800011], [-4.854075, 0.416318, -3.288018], [-5.137472, -0.933148, -2.630963], [-6.438423, -1.603427, -3.128995], [-7.636788, -1.032799, -2.596227], [-8.056303, 0.157044, -3.244793], [-5.143738, -0.762033, -1.170628], [-5.471644, 1.223157, -2.882603], [-3.809891, 0.705410, -3.124645], [-5.021083, 0.369494, -4.369146], [-4.306270, -1.599060, -2.893755], [-6.432124, -2.645237, -2.786126], [-6.480312, -1.639646, -4.224340], [-7.839349, 0.145087, -4.316646], [-7.597016, 1.024822, -2.768290], [-9.138747, 0.251869, -3.114367], [-5.226517, -1.681400, -0.734717], [-6.022007, -0.297099, -0.922683]], "forces_ev_per_angstrom": [[-0.4, 0.8, -2.1], [-1.1, 0.5, 0.2], [-1.3, -0.1, 0.0], [-1.6, -3.3, -3.8], [0.1, -3.5, -3.2], [2.5, 0.0, 3.1], [1.3, 0.5, -0.9], [-1.0, 0.1, 4.4], [-1.7, -2.2, 1.8], [-3.0, 2.2, 1.8], [-0.1, 4.9, -1.7], [2.0, 0.9, -2.4], [2.8, -2.5, -1.8], [0.6, -4.1, 1.4], [0.2, -0.8, -0.9], [4.3, -0.4, 4.0], [0.8, 3.1, 4.4], [-2.8, 4.8, 1.5], [-1.5, 0.4, -1.4], [-2.1, 2.2, -0.1], [1.7, -1.1, -0.1], [0.7, -2.4, -1.5], [-0.9, -1.8, 1.6], [1.3, -1.3, -1.8], [-2.0, 1.7, 1.1], [-0.6, 2.6, -0.5], [1.5, 1.4, -2.1], [2.1, -1.5, -1.3], [0.5, -2.9, 0.9], [-2.2, 1.7, -0.6], [-0.1, -0.2, 0.2], [0.2, -0.2, -0.4], [0.3, 0.2, 0.1], [-0.6, 0.0, 0.3], [0.4, 0.1, -0.2], [0.0, 0.3, -0.3], [-0.1, 0.2, 0.0], [0.0, 0.1, -0.2], [0.1, 0.0, 0.0], [0.1, 0.1, -0.1], [0.1, -0.1, -0.1], [0.0, -0.2, 0.0], [0.0, 0.0, 0.1], [-0.2, -0.2, 0.0], [-0.1, 0.1, 0.1], [0.0, -0.2, 0.1], [-0.1, 0.0, 0.3], [0.1, -0.3, -0.1], [0.2, 0.2, 0.4], [-0.3, 0.1, 0.1], [0.2, -0.3, -0.5], [-0.2, 0.3, 0.3], [0.1, 0.4, -0.1], [-0.1, 0.1, -0.2], [0.0, 0.2, 0.0], [-0.1, 0.0, 0.1], [0.0, 0.2, 0.0], [0.0, 0.0, 0.2], [0.1, -0.1, 0.1], [-0.1, -0.1, 0.0], [0.2, -0.1, 0.0], [-0.1, 0.0, -0.1], [0.1, -0.2, 0.2], [-0.1, -0.2, -0.2], [0.3, 0.1, -0.1], [-0.4, 0.3, 0.1], [0.0, -0.2, 0.3], [0.4, -0.2, -0.5], [-0.3, 0.0, 0.4], [-0.3, -0.4, -0.2], [0.0, -0.2, 0.0], [-0.2, 0.0, 0.1], [0.0, 0.0, 0.1], [-0.1, -0.1, 0.0], [-0.1, 0.1, 0.1], [0.0, 0.2, 0.0], [0.1, 0.0, 0.0], [0.0, 0.1, -0.2], [0.1, -0.1, 0.0], [0.1, 0.1, 0.0], [0.3, 0.0, 0.0]], "lowdin_charge": [-0.42, 0.55, 0.29, -0.37, -0.02, -0.04, -0.19, -0.19, -0.16, 0.01, -0.07, -0.08, -0.07, -0.02, -0.19, -0.27, 0.87, -0.27, -0.21, -0.01, 0.07, 0.10, 0.15, 0.13, 0.09, 0.09, 0.08, 0.08, 0.10, 0.08, -0.07, -0.43, -0.20, -0.19, -0.11, 0.04, 0.06, 0.08, 0.08, 0.13, 0.12, 0.12, 0.09, 0.07, 0.09, 0.01, 0.08, -0.08, -0.44, -0.20, -0.19, -0.11, 0.03, 0.06, 0.08, 0.08, 0.13, 0.11, 0.12, 0.09, 0.07, 0.09, -0.04, 0.07, -0.07, -0.42, -0.20, -0.19, -0.11, 0.05, 0.07, 0.07, 0.08, 0.13, 0.12, 0.12, 0.09, 0.07, 0.09, 0.08, 0.08]}